## i
Computed, not measured: 2 unconnected molecules or ions with the total composition H9N3Si2, with ωB97M-V with the def2-TZVPD basis set.

Values from the calculation:
HOMO-LUMO gap (eV): 7.18

Geometry as ORCA input:
```
! RIJCOSX wB97M-V def2-TZVPD def2/J DEFGRID3
* xyz 0 1
N -0.56 2.54 -1.09
N 1.37 0.66 -0.31
N -1.23 -1.27 -0.03
Si -0.29 -2.34 0.89
Si -0.07 1.42 0.18
H -0.85 2.45 -2.01
H -0.78 3.40 -0.65
H 1.51 -0.21 0.10
H 1.84 0.86 -1.18
H -1.18 -1.61 -1.01
H -0.15 -3.77 0.61
H -0.59 -2.17 2.42
H 1.19 -1.82 0.50
H -0.20 1.86 1.59
*
```

Here are the Löwdin charges for atoms 1 to 8, given in e: atom 1 (N): -0.0654, atom 2 (N): -0.0973, atom 3 (N): -0.3708, atom 4 (Si): 0.2974, atom 5 (Si): 0.6980, atom 6 (H): 0.0135, atom 7 (H): -0.0010, atom 8 (H): -0.1078

=====

## ii
Computed, not measured: 2 unconnected molecules or ions with the total composition H9N3Si2, with ωB97M-V with the def2-TZVPD basis set.

Values from the calculation:
SMILES string: N=[Si](N)N.[SiH4]
HOMO-LUMO gap (eV): 9.08

Geometry as ORCA input:
```
! RIJCOSX wB97M-V def2-TZVPD def2/J DEFGRID3
* xyz 0 1
N -0.29 -1.14 -0.72
Si -0.36 -1.55 0.82
N -1.21 -2.96 1.26
N 0.06 -0.72 2.25
H 0.16 -0.33 -1.17
H -1.57 -3.32 2.13
H -1.54 -3.60 0.57
H 0.18 -1.29 3.06
H 0.49 0.23 2.36
Si 0.76 2.96 -2.09
H 0.92 2.10 -3.18
H 1.04 2.30 -0.71
H 1.93 3.91 -2.40
H -0.59 3.40 -2.19
*
```

Here are the Löwdin charges for atoms 1 to 8, given in e: atom 1 (N): -0.1836, atom 2 (Si): 0.2898, atom 3 (N): -0.0646, atom 4 (N): -0.0825, atom 5 (H): -0.0873, atom 6 (H): 0.0371, atom 7 (H): 0.0212, atom 8 (H): 0.0020

=====

Stability ranking, top and bottom: ii is the most stable and i is the least stable.

=====

## i
Computed, not measured: a gas-phase ion, C4H9NO (charge +1), with ωB97M-V with the def2-TZVPD basis set.

Values from the calculation:
HOMO-LUMO gap (alpha / beta) (eV): 10.84 / 7.02

Geometry as ORCA input:
```
! RIJCOSX wB97M-V def2-TZVPD def2/J DEFGRID3
* xyz 1 2
C -0.78 -1.64 -0.78
C -0.42 -0.90 0.47
N -0.17 0.43 0.30
C 0.66 0.82 -0.99
C 0.20 1.13 1.44
O -0.18 -1.61 1.57
H 0.13 -1.69 -1.57
H -1.21 -2.63 -0.62
H -1.57 -1.08 -1.28
H 1.50 0.23 -1.10
H 1.09 1.93 -1.01
H -0.06 0.76 -1.71
H 0.70 0.63 2.27
H 0.82 1.96 1.18
H -0.70 1.66 1.84
*
```

Here are the Löwdin charges for atoms 1 to 8, given in e: atom 1 (C): 0.0377, atom 2 (C): -0.2866, atom 3 (N): -0.0727, atom 4 (C): 0.0698, atom 5 (C): -0.0675, atom 6 (O): 0.3120, atom 7 (H): 0.1715, atom 8 (H): 0.1026

=====

## ii
Computed, not measured: a gas-phase ion, C4H9NO (charge +1), with ωB97M-V with the def2-TZVPD basis set.

Values from the calculation:
HOMO-LUMO gap (alpha / beta) (eV): 11.55 / 5.90

Geometry as ORCA input:
```
! RIJCOSX wB97M-V def2-TZVPD def2/J DEFGRID3
* xyz 1 2
C 1.00 -0.82 -1.23
C -0.15 -0.42 -0.24
C -0.46 1.09 -0.23
C -1.20 1.41 1.10
O -1.52 2.50 1.33
N 0.18 -0.96 1.15
H 1.96 -0.54 -0.85
H 1.09 -0.12 -2.19
H 1.03 -1.94 -1.46
H -0.96 -1.11 -0.50
H -1.06 1.41 -1.13
H 0.54 1.62 -0.25
H -1.33 0.58 1.90
H -0.24 -1.87 1.23
H 1.10 -0.82 1.38
*
```

Here are the Löwdin charges for atoms 1 to 8, given in e: atom 1 (C): -0.0430, atom 2 (C): -0.3560, atom 3 (C): -0.0467, atom 4 (C): -0.1763, atom 5 (O): 0.2588, atom 6 (N): 0.2017, atom 7 (H): 0.0595, atom 8 (H): 0.1367

=====

Stability ranking, top and bottom: ii is the most stable and i is the least stable.

=====

## i
Computed, not measured: 2 unconnected molecules or ions with the total composition C6H12O, with ωB97M-V with the def2-TZVPD basis set.

Values from the calculation:
SMILES string: C=CCCC.C=O
HOMO-LUMO gap (eV): 10.72

Geometry as ORCA input:
```
! RIJCOSX wB97M-V def2-TZVPD def2/J DEFGRID3
* xyz 0 1
C 2.37 0.41 0.10
C 1.45 -0.54 0.27
C 0.18 -0.36 1.05
C -0.98 -1.24 0.55
C -2.29 -0.46 0.53
H 3.26 0.24 -0.49
H 2.26 1.39 0.57
H 1.60 -1.51 -0.19
H -0.13 0.70 0.98
H 0.36 -0.55 2.11
H -1.07 -2.14 1.17
H -0.77 -1.60 -0.46
H -2.51 -0.04 1.52
H -2.20 0.37 -0.18
H -3.15 -1.07 0.24
C 0.41 1.59 -1.94
O -0.60 1.96 -1.39
H 1.33 2.22 -1.97
H 0.48 0.63 -2.47
*
```

Here are the Löwdin charges for atoms 1 to 8, given in e: atom 1 (C): -0.0329, atom 2 (C): -0.1980, atom 3 (C): -0.2243, atom 4 (C): -0.2640, atom 5 (C): -0.1190, atom 6 (H): 0.0566, atom 7 (H): 0.0692, atom 8 (H): 0.1038

=====

## ii
Computed, not measured: C6H12O in the gas phase, with ωB97M-V with the def2-TZVPD basis set.

Values from the calculation:
SMILES string: C[C@H]1CO[C@@H](C)C1
HOMO-LUMO gap (eV): 10.58

Geometry as ORCA input:
```
! RIJCOSX wB97M-V def2-TZVPD def2/J DEFGRID3
* xyz 0 1
C 2.08 0.73 0.87
C 0.57 0.84 0.68
C 0.18 1.34 -0.73
O -0.98 0.63 -1.15
C -1.33 -0.38 -0.22
C -1.67 -1.66 -0.97
C -0.12 -0.53 0.70
H 2.57 1.71 0.81
H 2.52 0.10 0.08
H 2.34 0.28 1.83
H 0.15 1.50 1.45
H -0.03 2.42 -0.74
H 1.00 1.14 -1.44
H -2.22 -0.05 0.34
H -2.47 -1.49 -1.69
H -1.98 -2.45 -0.28
H -0.78 -2.01 -1.52
H 0.58 -1.26 0.27
H -0.39 -0.88 1.71
*
```

Here are the Löwdin charges for atoms 1 to 8, given in e: atom 1 (C): -0.0814, atom 2 (C): -0.3455, atom 3 (C): -0.1668, atom 4 (O): -0.1073, atom 5 (C): -0.3946, atom 6 (C): -0.0478, atom 7 (C): -0.1169, atom 8 (H): 0.0784

=====

## iii
Computed, not measured: C6H12O in the gas phase, with ωB97M-V with the def2-TZVPD basis set.

Values from the calculation:
SMILES string: CC[C@@]1(C)C[C@H]1O
HOMO-LUMO gap (eV): 10.40

Geometry as ORCA input:
```
! RIJCOSX wB97M-V def2-TZVPD def2/J DEFGRID3
* xyz 0 1
C 1.95 0.50 -0.44
C 1.06 -0.22 0.58
C -0.38 -0.37 0.12
C -0.60 -1.42 -0.95
C -1.50 -0.18 1.12
C -1.24 0.87 0.09
O -0.73 2.08 0.57
H 2.00 1.58 -0.22
H 1.58 0.39 -1.46
H 2.98 0.12 -0.41
H 1.09 0.32 1.53
H 1.45 -1.23 0.79
H 0.06 -1.28 -1.81
H -0.42 -2.42 -0.55
H -1.63 -1.39 -1.32
H -1.23 0.09 2.14
H -2.39 -0.79 1.03
H -1.96 0.97 -0.73
H -0.11 2.41 -0.09
*
```

Here are the Löwdin charges for atoms 1 to 8, given in e: atom 1 (C): -0.0910, atom 2 (C): -0.1894, atom 3 (C): -0.4552, atom 4 (C): -0.0377, atom 5 (C): -0.0344, atom 6 (C): -0.3176, atom 7 (O): -0.0093, atom 8 (H): 0.0663

=====

## iv
Computed, not measured: C6H12O in the gas phase, with ωB97M-V with the def2-TZVPD basis set.

Values from the calculation:
HOMO-LUMO gap (alpha / beta) (eV): 8.17 / 8.17

Geometry as ORCA input:
```
! RIJCOSX wB97M-V def2-TZVPD def2/J DEFGRID3
* xyz 0 1
C 2.67 -0.27 -0.01
C 1.15 -0.08 0.22
O 0.97 -0.48 1.59
C 0.41 1.20 -0.17
C -1.27 1.18 -1.03
C -1.78 0.37 0.00
C -1.85 -1.13 -0.08
H 2.98 -0.05 -1.03
H 2.89 -1.34 0.19
H 3.30 0.30 0.68
H 0.68 -0.80 -0.45
H 0.20 0.00 1.92
H 0.34 1.87 0.70
H -1.19 0.74 -2.03
H -1.63 2.22 -1.06
H -2.31 0.84 0.83
H -1.58 -1.50 -1.07
H -2.85 -1.53 0.17
H -1.15 -1.55 0.65
*
```

Here are the Löwdin charges for atoms 1 to 8, given in e: atom 1 (C): -0.0491, atom 2 (C): -0.5022, atom 3 (O): -0.0831, atom 4 (C): 0.0943, atom 5 (C): -0.1448, atom 6 (C): -0.1948, atom 7 (C): -0.1004, atom 8 (H): 0.0730

=====

Stability ranking, top and bottom: ii is the most stable and iv is the least stable.